# C3H5NO2

An isolated molecule of C3H5NO2 (ωB97M-V/def2-TZVPD, OMol25).

Each line ends with the Mulliken charge.
CARTESIAN COORDINATES (ANGSTROEM)
C -1.643 -0.585 0.120  -0.929
C -0.491 0.416 -0.025  0.715
O -0.610 1.632 -0.176  -0.563
C 0.911 -0.249 -0.037  0.336
N 1.862 0.719 0.219  -0.484
O 1.031 -1.436 -0.182  -0.547
H -1.374 -1.361 -0.637  0.284
H -2.613 -0.143 -0.137  0.305
H -1.531 -1.103 1.101  0.283
H 1.651 1.703 -0.080  0.310
H 2.807 0.406 -0.165  0.290

Values from the calculation:
ΔE to the lowest compared entry with this formula, charge and spin   0.537 eV
M   87.078 g mol⁻¹
LUMO level   0.14 eV
Orbital gap   0.363 hartree